Computed, not measured: 7 unconnected molecules or ions with the total composition C16H42N4O14 at a distorted geometry, with wB97M-V/def2-TZVPD.

## Properties
Gap between HOMO and LUMO   8.33 eV
SMILES   C[N+](=O)[O-].C[N+](=O)[O-].C[N+](=O)[O-].C[N+](=O)[O-].COCCOC.COCCOC.COCCOC
Total energy   -51873.32546 eV
Relative energy (zero: lowest compared OMol25 entry of this formula, charge and spin)   631.07 kJ/mol

Last column: Löwdin charge in e.
Atoms and positions in Å:
C1 -3.079 0.406 -0.977  0.053
N1 -2.222 -0.566 -1.733  -0.336
O1 -2.486 -1.790 -1.579  0.034
O2 -1.310 -0.085 -2.391  0.036
H1 -4.085 -0.009 -0.911  0.110
H2 -3.003 1.347 -1.522  0.112
H3 -2.701 0.617 0.023  0.034
C2 1.906 -1.757 3.260  0.056
N2 2.621 -1.640 1.949  -0.374
O3 3.482 -0.769 1.862  0.073
O4 2.339 -2.431 1.048  -0.012
H4 2.418 -1.070 3.934  0.099
H5 1.838 -2.786 3.612  0.111
H6 0.935 -1.282 3.121  0.063
C3 2.356 3.578 0.620  0.079
N3 1.392 3.336 -0.503  -0.422
O5 0.883 2.224 -0.672  -0.128
O6 1.124 4.226 -1.296  0.069
H7 2.397 2.682 1.238  0.100
H8 2.013 4.445 1.184  0.109
H9 3.352 3.679 0.187  0.111
C4 1.093 -0.111 -0.181  0.054
N4 -0.061 -0.359 0.788  -0.303
O7 0.129 -1.000 1.793  -0.015
O8 -1.137 0.145 0.462  -0.100
H10 1.795 -0.927 -0.011  0.068
H11 1.610 0.818 0.060  0.073
H12 0.707 -0.173 -1.199  0.083
C5 -2.083 1.518 1.976  -0.118
O9 -2.522 0.695 3.026  -0.181
C6 -3.844 0.877 3.688  -0.116
C7 -3.881 2.228 4.495  -0.181
O10 -4.044 3.299 3.535  -0.223
C8 -3.576 4.596 3.953  -0.091
H13 -1.840 2.442 2.500  0.088
H14 -2.842 1.679 1.210  0.094
H15 -1.089 1.166 1.702  0.072
H16 -4.046 0.080 4.403  0.114
H17 -4.661 0.878 2.966  0.117
H18 -3.046 2.341 5.187  0.124
H19 -4.820 2.111 5.037  0.111
H20 -2.526 4.789 3.733  0.078
H21 -3.839 4.662 5.009  0.083
H22 -4.164 5.337 3.412  0.083
C9 -0.272 -2.294 -3.349  -0.119
O11 0.618 -3.344 -3.038  -0.162
C10 0.432 -4.007 -1.800  -0.152
C11 0.715 -3.252 -0.479  -0.212
O12 -0.127 -2.164 -0.284  -0.230
C12 -1.208 -2.608 0.497  -0.090
H23 0.196 -1.610 -4.056  0.047
H24 -0.494 -1.583 -2.553  0.022
H25 -1.229 -2.632 -3.748  0.102
H26 1.129 -4.843 -1.755  0.124
H27 -0.529 -4.521 -1.821  0.120
H28 1.744 -2.892 -0.511  0.079
H29 0.760 -3.956 0.351  0.133
H30 -1.882 -1.764 0.644  0.087
H31 -0.811 -2.733 1.504  0.104
H32 -1.816 -3.411 0.078  0.114
C13 2.075 -0.890 -4.939  -0.127
O13 2.710 -1.787 -4.065  -0.149
C14 2.548 -1.420 -2.683  -0.174
C15 3.579 -0.311 -2.290  -0.118
O14 3.281 1.061 -2.724  -0.143
C16 2.400 1.779 -1.845  -0.138
H33 2.717 -0.028 -5.122  0.086
H34 1.073 -0.548 -4.677  0.072
H35 2.011 -1.326 -5.936  0.095
H36 2.711 -2.341 -2.122  0.122
H37 1.532 -1.130 -2.416  0.078
H38 4.539 -0.650 -2.680  0.126
H39 3.679 -0.309 -1.204  0.102
H40 2.296 2.796 -2.222  0.117
H41 2.777 1.825 -0.823  0.090
H42 1.365 1.449 -1.927  0.101